Record 1
ORCA calculation (ωB97M-V with the def2-TZVPD basis set) on a cluster of 2 separate species, C18H38Cl2NO2 in total in a non-equilibrium geometry.

Structure (ORCA input):
```
! wB97M-V def2-TZVPD RIJCOSX def2/J DEFGRID3
* xyz 1 1
C -1.791 -3.108 -5.332
O -2.780 -2.995 -4.327
C -2.416 -3.682 -3.162
C -1.620 -2.828 -2.138
O -0.247 -2.860 -2.567
C 0.632 -3.034 -1.461
C -2.047 -1.318 -2.080
Cl -1.228 -0.421 -3.428
C -3.567 -1.083 -2.137
C -4.386 -1.930 -1.137
Cl -3.839 0.675 -1.661
H -2.088 -2.442 -6.155
H -1.718 -4.126 -5.757
H -0.793 -2.802 -4.986
H -3.286 -4.105 -2.632
H -1.778 -4.548 -3.416
H -1.638 -3.305 -1.143
H 1.619 -2.670 -1.782
H 0.300 -2.496 -0.556
H 0.692 -4.118 -1.251
H -1.674 -0.925 -1.119
H -3.943 -1.150 -3.163
H -5.415 -1.999 -1.521
H -4.025 -2.962 -1.025
H -4.436 -1.471 -0.140
C 2.100 0.762 -1.186
C 0.894 0.774 -0.254
C 0.490 2.165 0.225
C 1.376 2.905 1.213
N 1.649 2.272 2.562
C 2.775 1.258 2.530
C 4.045 2.075 2.381
C 3.778 3.374 3.139
C 2.284 3.379 3.437
C 0.416 1.800 3.313
C -0.156 0.417 2.971
C -1.514 0.418 2.260
H 2.959 1.282 -0.752
H 2.399 -0.263 -1.399
H 1.853 1.237 -2.137
H 1.080 0.095 0.580
H 0.048 0.343 -0.793
H -0.527 2.148 0.620
H 0.417 2.806 -0.660
H 0.884 3.852 1.434
H 2.338 3.146 0.761
H 2.755 0.729 3.483
H 2.636 0.555 1.715
H 4.245 2.292 1.331
H 4.918 1.546 2.759
H 4.069 4.243 2.549
H 4.345 3.421 4.068
H 1.786 4.323 3.233
H 2.119 3.110 4.478
H -0.326 2.594 3.228
H 0.723 1.747 4.356
H -0.330 -0.080 3.929
H 0.557 -0.226 2.456
H -2.128 1.269 2.561
H -2.065 -0.490 2.509
H -1.419 0.424 1.175
*
```

Output
highest occupied orbital energy: -11.511 eV
E: -1833.9854 hartree
frontier orbital gap: 0.3380 Eh



Record 2
ORCA calculation (ωB97M-V with the def2-TZVPD basis set) on a cluster of 11 separate species, C22H67NO11 in total in a non-equilibrium geometry.

Structure (ORCA input):
```
! wB97M-V def2-TZVPD RIJCOSX def2/J DEFGRID3
* xyz 0 1
C 2.628 0.642 -11.870
O 1.427 0.839 -11.140
C 1.644 1.096 -9.718
C 0.243 1.067 -9.045
C 0.379 1.525 -7.607
N -0.395 -0.213 -9.117
H 2.370 0.388 -12.899
H 3.197 -0.211 -11.501
H 3.303 1.496 -11.832
H 2.359 0.343 -9.386
H 2.189 2.028 -9.562
H -0.409 1.764 -9.571
H -0.561 1.351 -7.083
H 0.600 2.591 -7.544
H 1.112 0.923 -7.069
H -0.712 -0.243 -10.075
H -1.293 -0.103 -8.667
C -2.667 -8.444 2.709
C -2.992 -7.088 2.080
O -3.745 -6.364 2.929
H -2.223 -8.367 3.701
H -1.905 -9.021 2.185
H -3.564 -9.039 2.883
H -3.550 -7.206 1.150
H -2.037 -6.627 1.831
H -4.514 -6.879 3.183
C -1.657 -5.371 -4.797
C -1.612 -6.009 -6.185
O -0.582 -5.411 -6.989
H -1.570 -4.289 -4.896
H -0.806 -5.617 -4.161
H -2.523 -5.647 -4.196
H -2.564 -5.878 -6.700
H -1.361 -7.051 -5.988
H -0.937 -4.544 -7.198
C -8.875 -0.959 3.809
C -7.452 -0.533 4.080
O -7.379 0.784 4.585
H -9.275 -0.418 2.951
H -9.497 -0.659 4.652
H -9.062 -2.031 3.750
H -6.827 -0.669 3.197
H -6.966 -1.213 4.779
H -6.471 0.896 4.876
C -0.358 -0.168 0.123
C 0.646 0.777 0.693
O 1.402 0.042 1.653
H -0.999 0.296 -0.626
H -0.981 -0.482 0.961
H 0.107 -1.048 -0.323
H 0.221 1.639 1.207
H 1.269 1.310 -0.026
H 1.765 0.606 2.340
C 6.103 4.004 7.698
C 5.256 4.401 6.516
O 5.697 3.715 5.331
H 6.156 2.932 7.888
H 5.665 4.422 8.604
H 7.106 4.431 7.690
H 5.116 5.458 6.289
H 4.301 3.895 6.661
H 5.416 4.251 4.586
C 1.253 0.910 10.944
C 1.341 0.108 9.633
O 0.688 0.718 8.533
H 1.830 1.833 11.001
H 1.584 0.317 11.796
H 0.208 1.208 11.024
H 0.795 -0.804 9.873
H 2.379 -0.110 9.382
H 0.381 -0.019 7.999
C 5.202 -4.122 -1.685
C 6.643 -4.610 -1.581
O 6.856 -5.165 -2.817
H 5.073 -3.637 -0.718
H 4.493 -4.923 -1.893
H 5.119 -3.441 -2.533
H 6.684 -5.366 -0.797
H 7.325 -3.780 -1.398
H 7.709 -5.599 -2.737
C -5.244 5.321 -1.833
C -4.469 4.898 -0.592
O -4.364 5.944 0.349
H -5.451 4.495 -2.513
H -4.616 6.047 -2.349
H -6.175 5.831 -1.583
H -3.450 4.584 -0.820
H -4.987 4.069 -0.110
H -4.148 5.607 1.222
C 1.824 7.826 1.827
C 2.319 7.354 0.467
O 3.374 6.488 0.640
H 2.516 8.500 2.333
H 1.639 7.021 2.539
H 0.866 8.337 1.731
H 2.562 8.151 -0.236
H 1.450 6.893 -0.002
H 3.872 6.417 -0.177
O -0.767 -3.056 4.806
H -0.168 -2.853 4.087
H -1.502 -3.502 4.386
*
```

Output
SMILES string: COC[C@H](C)N.CCO.CCO.CCO.CCO.CCO.CCO.CCO.CCO.CCO.O
highest occupied orbital energy: -9.637 eV
E: -1760.5794 hartree
frontier orbital gap: 0.3616 Eh



Record 3
ORCA calculation (ωB97M-V with the def2-TZVPD basis set) on a structure of composition C9H12ClO13 in a non-equilibrium geometry.

Structure (ORCA input):
```
! wB97M-V def2-TZVPD RIJCOSX def2/J DEFGRID3
* xyz -1 1
Cl 1.718 1.445 -19.322
O 2.912 2.239 -19.288
O 1.775 0.345 -18.360
O 0.585 2.306 -19.119
O 1.621 0.830 -20.586
C -0.924 0.239 -20.997
C -1.015 -0.125 -22.457
O -0.898 -1.492 -22.522
C -1.289 -1.963 -21.254
O -1.429 -3.193 -21.046
O -1.402 -1.013 -20.454
H -1.592 1.082 -20.821
H 0.054 0.433 -20.557
H -0.242 0.366 -23.047
H -1.921 0.321 -22.868
C 1.556 2.250 -16.650
C 2.488 1.347 -15.824
O 1.914 1.303 -14.542
C 0.593 1.659 -14.616
O -0.222 1.453 -13.689
O 0.443 2.214 -15.814
H 1.355 1.928 -17.672
H 1.879 3.291 -16.661
H 3.555 1.535 -15.704
H 2.497 0.388 -16.343
C 2.888 1.830 -22.037
C 2.493 3.256 -21.860
O 3.597 3.937 -22.364
C 4.436 3.000 -22.999
O 5.595 3.196 -23.336
O 3.917 1.831 -22.981
H 1.982 1.364 -22.425
H 3.130 1.255 -21.143
H 2.439 3.628 -20.837
H 1.565 3.499 -22.377
*
```

Output
highest occupied orbital energy: -7.763 eV
E: -1788.1692 hartree
frontier orbital gap: 0.3832 Eh



Record 4
ORCA calculation (ωB97M-V with the def2-TZVPD basis set) on a structure of composition C2H7N3O in a non-equilibrium geometry.

Structure (ORCA input):
```
! wB97M-V def2-TZVPD RIJCOSX def2/J DEFGRID3
* xyz 0 1
C -0.649 0.064 0.018
C -1.843 0.902 -0.041
N 0.549 0.312 0.083
N 2.839 -0.006 -0.169
N 1.590 -0.548 0.152
O -1.195 -1.644 -0.148
H -2.584 0.394 -0.654
H -2.258 1.035 0.958
H -1.600 1.876 -0.463
H 3.108 0.652 0.559
H 2.824 0.503 -1.058
H 1.440 -1.441 -0.315
H -0.713 -2.093 0.548
*
```

Output
highest occupied orbital energy: -9.237 eV
E: -319.7992 hartree
frontier orbital gap: 0.3690 Eh



Record 5
ORCA calculation (ωB97M-V with the def2-TZVPD basis set) on an isolated molecule of C4H8O2.

Structure (ORCA input):
```
! wB97M-V def2-TZVPD RIJCOSX def2/J DEFGRID3
* xyz 0 1
C 1.738 0.431 -0.079
C 0.834 -0.595 0.613
O 0.374 -0.299 1.807
C -0.615 -0.655 0.003
C -1.269 0.479 -0.498
O -2.532 0.816 -0.269
H 1.315 1.437 0.017
H 1.917 0.196 -1.138
H 2.702 0.437 0.437
H 1.290 -1.603 0.474
H -1.227 -1.408 0.491
H -0.908 -0.726 -1.213
H -0.741 1.205 -1.111
H -2.878 0.286 0.467
*
```

Output
highest occupied orbital energy: -8.027 eV
E: -307.5323 hartree
frontier orbital gap: 0.3047 Eh



Record 6
ORCA calculation (ωB97M-V with the def2-TZVPD basis set) on a cluster of 2 separate species, C4H11NO in total in a non-equilibrium geometry.

Structure (ORCA input):
```
! wB97M-V def2-TZVPD RIJCOSX def2/J DEFGRID3
* xyz 0 1
C 0.462 1.827 0.299
C 0.736 0.370 -0.105
C 1.964 -0.260 -0.222
C -0.926 -1.416 0.489
N 0.035 -0.486 1.095
H 1.123 2.105 1.103
H -0.588 1.852 0.568
H 0.577 2.474 -0.570
H 2.913 0.181 -0.503
H 1.940 -1.345 -0.246
H -1.057 -2.189 1.244
H -0.837 -1.570 -0.585
H -1.825 -0.801 0.509
H 0.850 -1.075 1.317
H -2.877 0.210 -2.183
H -0.094 0.119 -0.837
O -2.395 0.005 -1.374
*
```

Output
highest occupied orbital energy: -7.627 eV
E: -288.7315 hartree
frontier orbital gap: 0.1699 Eh



no.,lowest unoccupied orbital energy (Eh)
1,-0.0850
2,0.0074
3,0.0979
4,0.0295
5,0.0097
6,-0.1103